{
  "formula": "C5H16NO2",
  "method": "ωB97M-V with the def2-TZVPD basis set",
  "elements": ["C", "C", "C", "C", "C", "O", "N", "H", "H", "H", "H", "H", "H", "H", "H", "H", "H", "H", "H", "H", "H", "H", "H", "O"],
  "positions_angstrom": [[-0.7165, -1.6923, -1.6467], [-0.8016, -0.7861, -0.4713], [0.1599, -0.9974, 0.6432], [0.6395, 0.1057, 1.6838], [-0.2851, 1.2121, 2.1531], [-0.5739, 2.1087, 1.0953], [-0.5646, 0.6134, -1.0527], [0.2982, -1.8577, -1.9772], [-1.4016, -1.4890, -2.3669], [-0.8206, -2.7787, -1.4452], [-1.8972, -0.7299, -0.1411], [0.9700, -1.6474, 0.4178], [-0.5511, -1.4300, 1.3272], [1.3723, 0.7402, 1.2302], [0.9945, -0.5624, 2.4520], [-1.4178, 0.8767, 2.4618], [0.2349, 1.7895, 2.9912], [-0.4000, 3.0418, 1.2187], [-0.6300, 1.3673, -0.2292], [-1.1371, 0.9196, -1.7901], [0.4248, 0.6955, -1.4489], [2.2170, -0.5816, -1.9324], [1.9457, 0.9732, -1.8378], [1.9404, 0.1085, -1.3346]],
  "forces_ev_per_angstrom": [[2.22, -3.32, 2.04], [-1.60, 2.31, -1.42], [-1.76, 0.89, 2.50], [-0.61, 0.11, -2.03], [-2.86, -0.38, 2.47], [0.05, 0.34, -1.26], [1.69, 1.70, 1.61], [0.49, 1.09, -0.72], [-1.73, 0.84, -2.37], [-0.90, 0.53, 0.74], [1.59, -0.11, -0.11], [0.56, -0.49, -0.20], [0.22, -1.59, 0.43], [1.45, -0.26, -0.12], [0.45, 0.61, 0.66], [2.98, 0.39, -0.05], [-0.94, -0.98, -0.93], [0.18, 0.08, 0.52], [0.09, -1.11, -1.26], [-1.59, 0.01, -1.09], [-1.75, -0.93, 1.10], [0.36, -0.19, -0.55], [1.06, -1.49, 0.48], [0.35, 1.95, -0.44]],
  "homo_energy_ha": -0.5317,
  "charge": 1,
  "relative_energy_kcal_mol": 50.05,
  "e_tot_ev": -11021.710
}

{
  "formula": "C22H32BClF5N2O17",
  "method": "ωB97M-V with the def2-TZVPD basis set",
  "elements": ["C", "C", "C", "C", "N", "Cl", "C", "C", "C", "N", "B", "O", "O", "H", "H", "H", "H", "H", "H", "H", "H", "H", "H", "H", "H", "H", "H", "H", "H", "H", "C", "C", "O", "C", "O", "O", "F", "H", "H", "H", "C", "C", "O", "C", "O", "O", "F", "H", "H", "H", "C", "C", "O", "C", "O", "O", "F", "H", "H", "H", "C", "C", "O", "C", "O", "O", "F", "H", "H", "H", "C", "C", "O", "C", "O", "O", "F", "H", "H", "H"],
  "positions_angstrom": [[0.2219, -2.1846, 2.1892], [-0.5704, -1.9633, 0.9226], [-2.0057, -1.4865, 1.1729], [-2.3210, -0.3003, 0.2588], [-3.0707, -2.5693, 1.0951], [-2.4294, -4.1290, 1.6422], [-4.2508, -2.3151, 2.0255], [-5.1132, -1.1133, 1.6831], [-6.3530, -1.2407, 0.8813], [-4.8196, 0.0234, 2.1230], [-3.4944, -2.9130, -0.3516], [-2.5795, -2.8363, -1.3249], [-4.7487, -3.3205, -0.6128], [1.2525, -2.3833, 1.9580], [-0.1763, -2.9853, 2.7975], [0.2161, -1.2901, 2.8007], [-0.5034, -2.7954, 0.2376], [-0.0773, -1.1453, 0.4248], [-2.0182, -1.1332, 2.1906], [-1.7639, -0.3495, -0.6604], [-1.9809, 0.5849, 0.7691], [-3.3695, -0.1411, 0.0412], [-4.8398, -3.2135, 2.0585], [-3.8311, -2.2029, 3.0097], [-6.6967, -2.2570, 0.8099], [-6.1300, -0.9387, -0.1368], [-7.1226, -0.5801, 1.2369], [-3.9722, -0.0115, 2.6887], [-2.8951, -2.2167, -2.0064], [-4.9411, -4.2228, -0.3107], [5.5965, -2.6504, 1.0509], [4.3668, -3.5093, 1.2313], [3.3220, -2.6334, 0.8171], [3.8624, -1.7723, -0.0878], [3.2308, -1.0698, -0.8084], [5.2084, -1.8146, -0.0511], [4.1685, -3.8472, 2.5248], [5.7904, -2.0306, 1.9262], [6.4874, -3.2230, 0.8094], [4.3459, -4.4107, 0.6176], [3.8744, 1.3699, -3.2835], [2.6635, 1.9247, -3.9928], [2.4694, 3.1655, -3.3312], [3.6889, 3.5818, -2.8807], [3.9311, 4.6769, -2.4987], [4.5817, 2.5647, -2.9222], [1.5665, 1.1492, -3.8085], [3.6096, 0.8255, -2.3774], [4.4870, 0.7311, -3.9140], [2.8000, 2.1002, -5.0604], [5.0328, 1.7085, 0.2547], [4.9877, 1.4916, 1.7488], [6.3485, 1.5561, 2.1092], [6.9685, 2.3765, 1.1944], [8.0365, 2.8553, 1.3368], [6.1693, 2.5544, 0.1094], [4.4924, 0.2537, 2.0396], [5.2004, 0.7720, -0.2812], [4.1405, 2.1915, -0.1375], [4.4269, 2.2429, 2.3058], [6.1671, 6.3747, -1.8018], [4.9651, 6.1643, -0.9156], [4.7008, 7.4701, -0.4372], [5.1473, 8.3471, -1.3882], [4.8626, 9.4932, -1.4340], [5.9534, 7.7092, -2.2753], [5.2491, 5.3525, 0.1388], [7.0981, 6.3327, -1.2348], [6.2153, 5.6705, -2.6279], [4.0866, 5.7814, -1.4345], [-10.5474, -3.1444, -0.8379], [-9.6578, -1.9955, -0.4290], [-9.5545, -2.1676, 0.9768], [-9.7030, -3.5073, 1.2227], [-9.4134, -4.0361, 2.2404], [-10.2054, -4.1385, 0.1349], [-10.2234, -0.7948, -0.6868], [-11.6034, -2.8890, -0.7486], [-10.3487, -3.5033, -1.8442], [-8.6592, -2.0197, -0.8714]],
  "forces_ev_per_angstrom": [[-0.22, -0.11, 0.30], [0.13, 0.21, 0.21], [0.70, 0.41, -0.33], [-0.30, -0.22, -0.07], [-0.18, -0.22, 0.47], [-0.02, -0.05, -0.15], [-0.13, -0.04, -0.16], [0.02, -0.02, 0.17], [0.16, -0.37, -0.74], [0.36, 0.73, 0.59], [-0.09, -0.68, -0.71], [0.46, 1.38, 0.07], [-0.42, -0.53, 0.59], [0.37, -0.24, -0.09], [0.02, -0.29, 0.17], [-0.06, 0.29, 0.16], [-0.16, -0.27, -0.18], [0.12, 0.33, -0.45], [-0.35, -0.10, 0.53], [0.13, -0.20, -0.40], [0.07, 0.41, 0.22], [-0.23, 0.00, -0.01], [-0.22, -0.41, -0.25], [0.32, 0.20, 0.37], [-0.31, -0.38, 0.18], [0.03, 0.12, -0.35], [-0.24, 0.18, 0.34], [0.05, 0.25, 0.06], [0.31, -0.66, -0.37], [-0.36, 0.30, -0.10], [0.33, -0.05, -0.02], [-0.01, 0.15, 0.36], [0.24, -0.18, -0.43], [0.14, 0.21, 0.19], [-0.16, 0.10, -0.03], [-0.16, -0.19, 0.06], [-0.10, 0.02, -0.06], [-0.15, -0.02, 0.06], [-0.02, 0.08, -0.22], [-0.05, -0.06, 0.08], [0.29, -0.25, -0.02], [-0.19, -0.08, 0.27], [0.41, 0.18, -0.15], [-0.26, -0.81, -0.21], [-0.62, -1.73, -1.87], [-0.24, 0.25, -0.06], [0.01, 0.09, 0.02], [-0.22, -0.05, -0.03], [0.16, 0.19, -0.01], [-0.11, -0.03, -0.02], [-0.16, 0.21, -0.32], [0.22, -0.13, -0.22], [-0.23, 0.25, -0.05], [0.13, 0.06, -0.21], [0.00, -0.10, 0.02], [0.08, -0.18, 0.26], [0.01, -0.11, 0.20], [-0.01, -0.06, 0.16], [0.10, 0.18, 0.03], [-0.11, -0.13, 0.08], [0.15, -0.08, -0.16], [-0.19, 0.72, 0.57], [0.16, 0.45, -0.25], [0.04, -0.17, 0.26], [0.00, 0.15, -0.01], [-0.08, -0.07, 0.13], [0.06, -0.11, 0.27], [-0.05, -0.02, 0.12], [-0.06, 0.19, -0.10], [0.69, 1.12, 1.31], [-0.06, -0.20, -0.22], [-0.36, 0.27, 0.22], [0.24, -0.33, -0.37], [-0.15, -0.07, 0.16], [0.07, 0.04, 0.00], [0.08, 0.22, 0.01], [0.08, 0.00, 0.03], [0.03, 0.14, 0.06], [0.08, -0.17, 0.09], [0.00, 0.11, -0.04]],
  "homo_energy_ha": -0.4408,
  "charge": 1,
  "e_tot_ev": -87901.358
}

{
  "formula": "C3HNO2",
  "method": "ωB97M-V with the def2-TZVPD basis set",
  "elements": ["C", "C", "O", "N", "C", "O", "H"],
  "positions_angstrom": [[-2.0467, -0.0406, -0.0001], [-0.9441, -0.5226, 0.0163], [0.1694, -1.2087, 0.0233], [1.4072, -0.5900, -0.0443], [1.8650, 0.5153, -0.0049], [2.5466, 1.4496, 0.0126], [-2.9974, 0.3970, -0.0029]],
  "forces_ev_per_angstrom": [[1.48, -0.52, 0.04], [-0.60, 0.84, -0.10], [0.21, -0.43, 0.11], [-0.60, -1.67, -0.18], [-0.07, 0.75, 0.12], [0.18, 0.76, 0.00], [-0.59, 0.28, 0.00]],
  "homo_energy_ha": -0.3648,
  "charge": 0,
  "relative_energy_kcal_mol": 83.95,
  "e_tot_ev": -8706.704,
  "smiles": "C#CON=C=O"
}

{
  "formula": "C34H41ClN7PmS2",
  "method": "ωB97M-V with the def2-TZVPD basis set",
  "elements": ["Pm", "C", "C", "C", "C", "C", "C", "H", "H", "H", "H", "H", "H", "C", "C", "C", "C", "C", "C", "C", "N", "C", "C", "C", "C", "C", "C", "C", "N", "C", "C", "C", "C", "H", "H", "H", "H", "H", "H", "H", "H", "H", "H", "H", "H", "H", "H", "H", "H", "H", "H", "H", "H", "H", "H", "H", "H", "S", "C", "N", "Cl", "C", "C", "C", "C", "N", "C", "H", "H", "H", "H", "C", "C", "C", "N", "N", "C", "N", "S", "H", "H", "H", "H", "H", "H", "H"],
  "positions_angstrom": [[-0.2156, -0.0200, 0.3706], [2.6483, -1.0448, 1.0761], [2.5532, 0.2576, 0.5566], [3.1296, 0.5521, -0.6841], [3.8194, -0.4296, -1.3807], [3.9282, -1.7075, -0.8521], [3.3306, -2.0246, 0.3610], [2.3233, -1.2443, 2.0948], [2.2508, 1.0764, 1.2135], [3.1233, 1.5655, -1.0619], [4.3149, -0.1880, -2.3100], [4.5119, -2.4537, -1.3681], [3.4332, -3.0225, 0.7655], [-0.8075, -2.8508, -6.4716], [-0.2790, -3.7577, -5.3541], [1.0928, -4.2910, -5.7781], [-1.2579, -4.9250, -5.1334], [-0.2023, -3.0119, -4.0458], [0.7669, -3.2718, -3.0757], [0.8014, -2.5307, -1.9110], [-0.0859, -1.5770, -1.5968], [-1.1087, -1.4128, -2.4662], [-1.1613, -2.0661, -3.6913], [-2.2465, -0.5616, -2.0527], [-3.5252, -0.9081, -2.4666], [-4.6296, -0.1410, -2.1094], [-4.3634, 0.9664, -1.2990], [-3.0726, 1.2270, -0.8846], [-2.0083, 0.4911, -1.2426], [-6.0280, -0.5000, -2.5458], [-6.7649, 0.7608, -3.0106], [-6.0361, -1.5112, -3.6952], [-6.7564, -1.1033, -1.3344], [-0.7049, -3.3644, -7.4217], [-0.2375, -1.9259, -6.5206], [-1.8605, -2.6164, -6.3499], [1.0171, -4.7287, -6.7695], [1.4603, -5.0646, -5.1094], [1.8178, -3.4803, -5.8201], [-1.3793, -5.4776, -6.0607], [-2.2353, -4.5567, -4.8282], [-0.8897, -5.6060, -4.3689], [1.4907, -4.0545, -3.2257], [1.5704, -2.7214, -1.1716], [-1.9590, -1.8228, -4.3726], [-3.6605, -1.7993, -3.0525], [-5.1559, 1.6171, -0.9694], [-2.8677, 2.0840, -0.2428], [-6.2318, 1.2422, -3.8266], [-6.8897, 1.4792, -2.2075], [-7.7542, 0.4908, -3.3667], [-5.4796, -1.1353, -4.5514], [-7.0600, -1.6806, -4.0147], [-5.6341, -2.4744, -3.3937], [-6.8614, -0.3703, -0.5398], [-6.2166, -1.9611, -0.9424], [-7.7463, -1.4357, -1.6342], [-4.0199, -0.0611, 2.0297], [-2.7741, -0.8467, 1.4524], [-1.8300, -1.4259, 1.0206], [-0.5517, 4.9720, -3.1426], [-0.0366, 4.4071, -1.6105], [0.4760, 5.2789, -0.6532], [0.8533, 4.7481, 0.5674], [0.7074, 3.3898, 0.7940], [0.2250, 2.5364, -0.1219], [-0.1299, 3.0502, -1.3046], [0.5712, 6.3329, -0.8587], [1.2591, 5.3842, 1.3363], [0.9862, 2.9658, 1.7517], [-0.5085, 2.3565, -2.0470], [-0.9919, -2.5379, 5.3784], [0.1493, -1.9088, 4.5729], [-0.2295, -0.5717, 4.0581], [-0.0580, -0.1694, 2.8396], [-0.5214, 1.0987, 2.5968], [-1.0142, 1.6626, 3.6788], [-1.4396, 2.9278, 3.7398], [-0.9738, 0.6283, 5.0817], [-0.7006, -3.5336, 5.6993], [-1.8959, -2.6158, 4.7776], [-1.2108, -1.9482, 6.2680], [0.4191, -2.5421, 3.7217], [1.0189, -1.7997, 5.2304], [-1.6213, 3.4266, 2.8851], [-1.8672, 3.2766, 4.5824]],
  "forces_ev_per_angstrom": [[0.67, 0.34, -0.21], [0.28, 0.27, 0.14], [0.81, -0.24, 0.17], [-0.06, 0.06, 0.20], [-0.08, -0.03, 0.03], [0.00, 0.01, 0.11], [-0.06, 0.11, 0.02], [-0.11, -0.03, -0.21], [-0.23, -0.14, -0.17], [-0.10, 0.06, 0.00], [-0.02, 0.03, -0.05], [0.02, -0.10, -0.10], [0.02, 0.00, 0.07], [0.07, -0.07, 0.16], [-0.05, -0.17, -0.18], [-0.16, 0.08, 0.10], [0.12, 0.10, -0.06], [0.08, 0.18, 0.43], [-0.16, 0.08, -0.05], [0.16, -0.07, 0.15], [-0.38, -0.12, -0.46], [0.12, -0.20, -0.23], [0.14, 0.12, 0.26], [-0.31, 0.08, -0.06], [0.25, 0.20, 0.11], [0.35, 0.24, 0.13], [0.12, -0.10, -0.17], [0.02, 0.26, -0.07], [-0.35, -0.24, -0.30], [-0.34, -0.03, -0.07], [0.09, -0.07, 0.00], [0.04, 0.13, 0.16], [0.11, 0.04, -0.10], [0.00, -0.05, -0.14], [0.03, 0.13, -0.08], [-0.15, 0.09, 0.03], [0.01, -0.06, -0.07], [0.07, -0.08, 0.07], [0.14, 0.03, -0.04], [-0.01, -0.10, -0.11], [-0.11, 0.01, 0.03], [0.01, -0.08, 0.06], [0.20, 0.00, 0.03], [-0.10, 0.04, -0.16], [-0.09, 0.01, -0.05], [0.03, -0.07, -0.09], [-0.06, 0.07, 0.07], [-0.05, -0.18, -0.07], [0.04, 0.09, -0.12], [-0.05, 0.13, 0.10], [-0.13, -0.03, -0.03], [0.08, -0.01, -0.13], [-0.11, 0.00, -0.02], [0.08, -0.16, 0.01], [-0.03, 0.08, 0.16], [0.07, -0.13, 0.08], [-0.14, 0.00, -0.02], [-0.45, 0.33, 0.42], [0.09, -0.60, -0.01], [-0.41, -0.27, 0.08], [-0.01, -0.02, -0.06], [0.19, -0.14, 0.41], [-0.19, -0.32, -0.24], [-0.02, -0.21, -0.05], [0.09, 0.03, 0.17], [-0.11, 0.28, -0.08], [-0.03, 0.12, -0.33], [-0.01, 0.12, -0.07], [0.05, 0.04, 0.12], [-0.02, 0.01, -0.04], [-0.02, 0.09, 0.03], [0.10, -0.05, -0.13], [-0.06, -0.23, 0.23], [0.18, 0.14, -0.34], [-0.08, -0.23, 0.89], [-0.19, 0.49, 0.37], [0.26, -0.28, 0.08], [-0.20, 0.15, 0.04], [0.15, 0.06, -0.70], [-0.03, -0.06, 0.07], [-0.06, -0.01, 0.00], [-0.04, -0.02, 0.06], [0.03, 0.14, 0.12], [0.04, -0.05, -0.18], [0.00, 0.01, -0.01], [-0.03, 0.00, -0.11]],
  "homo_energy_ha": [-0.4886, -0.4894],
  "charge": 2,
  "relative_energy_kcal_mol": 28.85,
  "e_tot_ev": -97093.036,
  "multiplicity": 5
}

{
  "formula": "C5H8N",
  "method": "ωB97M-V with the def2-TZVPD basis set",
  "elements": ["C", "C", "C", "C", "C", "N", "H", "H", "H", "H", "H", "H", "H", "H"],
  "positions_angstrom": [[-1.5673, -0.2682, -0.3634], [1.0064, 0.4679, -0.5238], [0.7782, -0.8081, 0.1846], [-0.0218, 1.3364, 0.2492], [-0.6528, -1.2097, 0.0721], [-1.2613, 0.8434, 0.1164], [-2.6486, -0.4434, -0.7742], [2.0999, 0.7971, -0.2297], [0.6951, 0.3519, -1.6151], [1.3240, -1.6889, -0.2638], [0.9789, -0.9496, 1.3781], [0.3054, 1.4817, 1.3036], [0.0037, 2.2377, -0.2365], [-1.0399, -2.1483, 0.7025]],
  "forces_ev_per_angstrom": [[-4.40, -1.78, -2.35], [1.61, 0.72, 1.52], [-0.69, -3.68, 1.58], [4.13, -1.07, 0.56], [1.21, -2.25, 2.32], [-2.55, 1.50, 0.61], [2.07, 0.07, 1.05], [-2.17, -0.32, -1.47], [0.94, 0.47, 1.33], [-0.19, 0.55, 0.46], [-0.01, 0.75, -2.61], [-0.48, 0.12, -0.47], [-0.32, 2.95, -0.78], [0.84, 1.98, -1.74]],
  "homo_energy_ha": -0.5537,
  "charge": 1,
  "relative_energy_kcal_mol": 101.22,
  "e_tot_ev": -6793.699
}

{
  "formula": "C3H3NO2",
  "method": "ωB97M-V with the def2-TZVPD basis set",
  "elements": ["O", "C", "O", "C", "N", "C", "H", "H", "H"],
  "positions_angstrom": [[1.4379, -0.5921, -0.6160], [1.5061, 0.5280, -0.2146], [0.4663, 1.2546, 0.3434], [-0.6573, 0.5185, 0.3705], [-1.8624, 0.5099, 0.6902], [-1.1236, -0.7591, 0.0252], [2.4053, 1.1428, -0.2309], [-1.3129, -0.9938, -1.0219], [-0.8595, -1.6089, 0.6541]],
  "forces_ev_per_angstrom": [[0.39, 0.69, 0.15], [0.36, -0.48, -0.28], [-0.10, -0.08, -0.02], [-0.33, -0.23, 0.01], [0.63, -0.14, -0.21], [-0.31, -0.26, -0.01], [0.03, 0.22, 0.07], [-0.30, 0.11, 0.24], [-0.37, 0.17, 0.04]],
  "homo_energy_ha": -0.3793,
  "charge": 0,
  "relative_energy_kcal_mol": 72.96,
  "e_tot_ev": -8741.967,
  "smiles": "O=COC1=NC1"
}